Record 1
This record from the OMol25 dataset describes a cluster of 2 separate species, C4H3N3O in total at a distorted geometry. The level of theory is wB97M-V/def2-TZVPD.

The geometry in ORCA input format:
```
! wB97M-V def2-TZVPD RIJCOSX def2/J DEFGRID3
* xyz 0 1
O 2.05 1.16 0.19
H 2.32 1.38 -1.88
C 0.46 0.40 -1.15
C -1.62 -1.75 1.16
N -1.33 -2.79 1.59
H -0.06 0.26 -2.06
N -2.15 -0.74 0.66
H -2.48 0.04 1.25
N 1.02 0.79 1.06
C 1.66 0.91 -1.04
C 0.13 0.35 0.23
*
```

Energy relative to the best compared isomer or geometry (same formula, charge and spin), kcal per mole: 153.0
E, eV: -10707.018
E_HOMO, Eh: -0.35735

Atom charges from the Mulliken analysis, given in e for atoms 1 to 4:
1 O -0.088
2 H 0.318
3 C -0.255
4 C 0.538

***

Record 2
This record from the OMol25 dataset describes the molecule C4H3N3O at a distorted geometry. The level of theory is wB97M-V/def2-TZVPD.

The geometry in ORCA input format:
```
! wB97M-V def2-TZVPD RIJCOSX def2/J DEFGRID3
* xyz 0 1
N 1.62 -0.30 -0.39
N -1.49 0.00 0.31
H 0.73 -2.18 -0.06
C -0.57 -0.87 0.48
C -0.97 1.00 -0.64
O 1.51 1.46 0.99
H -0.66 -1.74 1.36
C 0.63 -1.07 -0.04
N 0.19 1.39 -0.94
C 1.11 0.96 -0.09
H -2.09 1.34 -0.98
*
```

Energy relative to the best compared isomer or geometry (same formula, charge and spin), kcal per mole: 79.9
E, eV: -10710.185
E_HOMO, Eh: -0.38611

Atom charges from the Mulliken analysis, given in e for atoms 1 to 4:
1 N -0.423
2 N -0.441
3 H 0.328
4 C 0.030

***

Record 3
This record from the OMol25 dataset describes the molecule C4H3N3O at a distorted geometry. The level of theory is wB97M-V/def2-TZVPD.

The geometry in ORCA input format:
```
! wB97M-V def2-TZVPD RIJCOSX def2/J DEFGRID3
* xyz 0 1
H 1.42 -1.59 2.40
H 2.23 -2.09 0.57
C -1.63 0.44 0.50
C -0.42 1.35 -1.63
N -2.57 0.64 1.13
O -1.10 2.22 -2.13
C -0.58 0.46 -0.49
N 0.52 -0.39 -0.39
N 0.32 -0.88 0.94
C 1.30 -1.61 1.15
H 0.51 1.44 -2.04
*
```

Energy relative to the best compared isomer or geometry (same formula, charge and spin), kcal per mole: 106.6
E, eV: -10709.030
E_HOMO, Eh: -0.39053

Atom charges from the Mulliken analysis, given in e for atoms 1 to 4:
1 H 0.210
2 H 0.264
3 C 0.412
4 C -0.260

***

Record 4
This record from the OMol25 dataset describes the molecule C4H3N3O at a distorted geometry. The level of theory is wB97M-V/def2-TZVPD.

The geometry in ORCA input format:
```
! wB97M-V def2-TZVPD RIJCOSX def2/J DEFGRID3
* xyz 0 1
H -2.01 -1.63 -0.32
N 1.82 -0.08 0.71
N -0.22 -1.51 0.60
H 1.16 -1.45 2.13
C 0.25 1.08 -0.63
C -1.06 0.42 -0.36
N 1.54 0.91 -0.23
C 0.92 -0.97 1.09
O -1.98 1.02 -1.00
H 0.25 2.11 -1.22
C -1.04 -0.93 -0.14
*
```

Energy relative to the best compared isomer or geometry (same formula, charge and spin), kcal per mole: 101.9
E, eV: -10709.231
E_HOMO, Eh: -0.37333

Atom charges from the Mulliken analysis, given in e for atoms 1 to 4:
1 H 0.310
2 N -0.296
3 N -0.368
4 H 0.305

***

Record 5
This record from the OMol25 dataset describes the molecule C4H3N3O at a distorted geometry. The level of theory is wB97M-V/def2-TZVPD.

The geometry in ORCA input format:
```
! wB97M-V def2-TZVPD RIJCOSX def2/J DEFGRID3
* xyz 0 1
H -2.61 -0.37 -0.18
N 0.32 -1.49 0.18
N -2.03 -1.31 -0.20
H 1.06 2.29 0.10
N 1.85 0.50 -0.12
O -1.58 1.59 0.16
C -0.69 0.80 -0.08
C 1.43 -0.92 -0.01
C -0.87 -0.75 0.04
H 2.32 -1.59 0.22
C 0.81 1.25 -0.13
*
```

Energy relative to the best compared isomer or geometry (same formula, charge and spin), kcal per mole: 45.4
E, eV: -10711.684
E_HOMO, Eh: -0.36762

Atom charges from the Mulliken analysis, given in e for atoms 1 to 4:
1 H 0.315
2 N -0.401
3 N -0.591
4 H 0.404

***

Record 6
This record from the OMol25 dataset describes the molecule C4H3N3O at a distorted geometry. The level of theory is wB97M-V/def2-TZVPD.

The geometry in ORCA input format:
```
! wB97M-V def2-TZVPD RIJCOSX def2/J DEFGRID3
* xyz 0 1
H -1.89 -1.31 1.20
N -1.48 0.64 0.47
H 1.37 -1.70 -1.14
O 2.44 0.13 0.72
C -0.57 1.47 -0.22
N 0.70 1.32 -0.33
C 0.77 -1.07 -0.46
H -1.01 2.38 -0.62
N -0.45 -1.40 -0.24
C 1.40 0.18 0.12
C -1.29 -0.63 0.50
*
```

Energy relative to the best compared isomer or geometry (same formula, charge and spin), kcal per mole: 24.1
E, eV: -10712.608
E_HOMO, Eh: -0.36281

Atom charges from the Mulliken analysis, given in e for atoms 1 to 4:
1 H 0.318
2 N -0.491
3 H 0.362
4 O -0.505

***

Record 7
This record from the OMol25 dataset describes the molecule C4H3N3O at a distorted geometry. The level of theory is wB97M-V/def2-TZVPD.

The geometry in ORCA input format:
```
! wB97M-V def2-TZVPD RIJCOSX def2/J DEFGRID3
* xyz 0 1
C -2.01 -0.41 0.07
N -0.12 1.31 -0.06
C 1.17 1.11 0.00
C -3.23 -0.26 -0.17
O 2.78 -0.57 -0.08
H 1.86 1.86 -0.05
C -0.61 0.05 0.05
H -4.31 -0.33 0.11
N 0.36 -0.98 -0.08
H 2.72 -1.60 0.31
N 1.40 -0.18 -0.10
*
```

Energy relative to the best compared isomer or geometry (same formula, charge and spin), kcal per mole: 107.3
E, eV: -10708.996
E_HOMO, Eh: -0.33865

Atom charges from the Mulliken analysis, given in e for atoms 1 to 4:
1 C -0.378
2 N -0.532
3 C -0.129
4 C -0.274

***

Record 8
This record from the OMol25 dataset describes a cluster of 2 separate species, C4H3N3S in total at a distorted geometry. The level of theory is wB97M-V/def2-TZVPD.

The geometry in ORCA input format:
```
! wB97M-V def2-TZVPD RIJCOSX def2/J DEFGRID3
* xyz 0 1
N 0.01 0.84 -0.15
H -1.59 0.81 -1.36
H -1.01 -0.81 2.32
C 3.18 -0.32 -1.48
N -1.26 0.51 -0.47
C 0.21 0.31 1.03
C -0.92 -0.28 1.51
N 2.77 -0.72 -2.47
H -2.93 -0.51 0.58
C -1.86 -0.18 0.52
S 3.39 0.35 -0.02
*
```

Energy relative to the best compared isomer or geometry (same formula, charge and spin), kcal per mole: 140.4
E, eV: -19495.454
E_HOMO (spin up / spin down), Eh: -0.32951 / -0.32842

Atom charges from the Mulliken analysis, given in e for atoms 1 to 4:
1 N -0.457
2 H 0.226
3 H 0.493
4 C 0.345

***

Record 9
This record from the OMol25 dataset describes the molecule C4H3NO at a distorted geometry. The level of theory is wB97M-V/def2-TZVPD.

The geometry in ORCA input format:
```
! wB97M-V def2-TZVPD RIJCOSX def2/J DEFGRID3
* xyz 0 1
H -0.62 1.52 -0.85
H -0.93 0.56 1.22
N 2.51 0.62 -0.28
C 0.32 -0.78 0.13
C 1.62 -0.12 -0.10
C -0.97 -0.01 0.28
C 1.08 -1.83 0.07
H -1.77 -0.75 0.36
O -1.25 0.79 -0.83
*
```

Energy relative to the best compared isomer or geometry (same formula, charge and spin), kcal per mole: 82.1
E, eV: -7729.186
E_HOMO, Eh: -0.40273

Atom charges from the Mulliken analysis, given in e for atoms 1 to 4:
1 H 0.338
2 H 0.259
3 N -0.349
4 C 0.794

***

Record 10
This record from the OMol25 dataset describes a cluster of 2 separate species, C4H3NO in total at a distorted geometry. The level of theory is wB97M-V/def2-TZVPD.

The geometry in ORCA input format:
```
! wB97M-V def2-TZVPD RIJCOSX def2/J DEFGRID3
* xyz 0 1
O -2.03 -0.60 -0.64
C 1.22 0.40 -0.93
H -2.33 1.28 0.20
H 0.53 1.24 1.04
H 0.68 -1.86 0.19
C 0.36 0.39 0.42
C -1.69 0.42 -0.08
N 2.13 -0.42 -0.45
C 1.12 -0.84 0.26
*
```

Energy relative to the best compared isomer or geometry (same formula, charge and spin), kcal per mole: 130.1
E, eV: -7727.104
E_HOMO, Eh: -0.33166

Atom charges from the Mulliken analysis, given in e for atoms 1 to 4:
1 O -0.385
2 C -0.186
3 H 0.315
4 H 0.350

***

Record 11
This record from the OMol25 dataset describes the molecule C4H3NO2 at a distorted geometry. The level of theory is wB97M-V/def2-TZVPD.

The geometry in ORCA input format:
```
! wB97M-V def2-TZVPD RIJCOSX def2/J DEFGRID3
* xyz 0 1
O -0.90 -0.02 2.05
C 0.48 -2.62 0.13
N 0.10 -1.52 -0.05
C -0.89 0.49 0.97
C 0.97 0.63 -0.73
H -1.00 -0.12 -1.09
H 1.75 0.02 -1.23
C -0.26 -0.17 -0.27
O 1.06 1.82 -0.55
H -1.32 1.49 0.76
*
```

Energy relative to the best compared isomer or geometry (same formula, charge and spin), kcal per mole: 56.6
E, eV: -9779.232
E_HOMO, Eh: -0.39222

Atom charges from the Mulliken analysis, given in e for atoms 1 to 4:
1 O -0.431
2 C -0.134
3 N -0.022
4 C 0.009

***

Record 12
This record from the OMol25 dataset describes the molecule C4H3NO2. The level of theory is wB97M-V/def2-TZVPD.

The geometry in ORCA input format:
```
! wB97M-V def2-TZVPD RIJCOSX def2/J DEFGRID3
* xyz 0 1
O -2.56 1.13 -0.07
C -0.34 0.40 -0.18
H -1.23 2.15 -1.22
C -1.45 1.32 -0.52
H 1.25 -1.28 1.95
C 0.87 -0.89 1.02
C 1.21 -1.03 -0.28
H 1.97 -1.64 -0.74
N 0.43 -0.18 -1.05
O -0.14 0.01 1.09
*
```

Energy relative to the best compared isomer or geometry (same formula, charge and spin), kcal per mole: 28.6
E, eV: -9780.445
E_HOMO, Eh: -0.36386

Atom charges from the Mulliken analysis, given in e for atoms 1 to 4:
1 O -0.420
2 C 0.616
3 H 0.314
4 C -0.106

***

Record 13
This record from the OMol25 dataset describes the molecule C4H3NO2 at a distorted geometry. The level of theory is wB97M-V/def2-TZVPD.

The geometry in ORCA input format:
```
! wB97M-V def2-TZVPD RIJCOSX def2/J DEFGRID3
* xyz 0 1
C -0.41 0.96 -0.21
H -1.05 -0.34 2.95
N -0.63 0.18 2.20
O 0.32 -1.86 -0.04
H 0.13 0.56 -2.23
O 1.98 -0.98 -1.35
C 0.11 0.19 -1.21
H -0.79 1.97 -0.32
C -0.52 0.40 1.06
C 0.85 -1.09 -0.85
*
```

Energy relative to the best compared isomer or geometry (same formula, charge and spin), kcal per mole: 68.1
E, eV: -9778.732
E_HOMO (spin up / spin down), Eh: -0.33683 / -0.33685

Atom charges from the Mulliken analysis, given in e for atoms 1 to 4:
1 C -0.535
2 H 0.321
3 N -0.141
4 O -0.664

***

Record 14
This record from the OMol25 dataset describes the molecule C4H3NO2 at a distorted geometry. The level of theory is wB97M-V/def2-TZVPD.

The geometry in ORCA input format:
```
! wB97M-V def2-TZVPD RIJCOSX def2/J DEFGRID3
* xyz 0 1
H 1.74 -0.49 0.85
C -0.95 1.78 -0.75
C -0.84 -0.28 0.63
O -0.09 -1.42 0.64
C -0.30 0.60 -0.23
O 0.75 0.05 -0.79
H 1.65 -1.71 -0.43
C 1.09 -0.95 0.10
N -1.35 2.64 -1.39
H -1.72 -0.23 1.36
*
```

Energy relative to the best compared isomer or geometry (same formula, charge and spin), kcal per mole: 57.7
E, eV: -9779.186
E_HOMO, Eh: -0.33182

Atom charges from the Mulliken analysis, given in e for atoms 1 to 4:
1 H 0.266
2 C 0.037
3 C -0.146
4 O -0.335

***

Record 15
This record from the OMol25 dataset describes the molecule C4H3NO2 at a distorted geometry. The level of theory is wB97M-V/def2-TZVPD.

The geometry in ORCA input format:
```
! wB97M-V def2-TZVPD RIJCOSX def2/J DEFGRID3
* xyz 0 1
O -1.77 -2.01 -0.30
C -0.48 1.13 -0.68
N 0.20 -1.11 0.46
C -1.13 -1.01 -0.19
C 0.87 1.17 -0.15
H 0.17 -1.69 1.29
H 1.15 2.05 0.44
C -1.45 0.37 -0.77
O 0.84 0.11 0.83
H 1.61 0.98 -0.93
*
```

Energy relative to the best compared isomer or geometry (same formula, charge and spin), kcal per mole: 131.9
E, eV: -9775.966
E_HOMO, Eh: -0.36266

Atom charges from the Mulliken analysis, given in e for atoms 1 to 4:
1 O -0.477
2 C 0.084
3 N -0.219
4 C 0.605

***

Record 16
This record from the OMol25 dataset describes a structure of composition C4H3NO2 at a distorted geometry. The level of theory is wB97M-V/def2-TZVPD.

The geometry in ORCA input format:
```
! wB97M-V def2-TZVPD RIJCOSX def2/J DEFGRID3
* xyz 0 1
C -0.71 -0.99 -0.20
C 1.10 -0.92 0.44
C -0.38 1.73 0.22
H 2.06 -0.88 0.78
H -1.81 -0.85 -0.23
H 0.20 0.16 -1.68
O -1.02 2.14 -0.66
N 0.08 -1.46 0.94
C 0.28 -0.44 -0.82
O 0.20 1.51 1.20
*
```

Energy relative to the best compared isomer or geometry (same formula, charge and spin), kcal per mole: 89.8
E, eV: -9777.793
E_HOMO (spin up / spin down), Eh: -0.33929 / -0.33928

Atom charges from the Mulliken analysis, given in e for atoms 1 to 4:
1 C -0.213
2 C -0.101
3 C 0.785
4 H 0.435

***

Record 17
This record from the OMol25 dataset describes the molecule C4H3NO2. The level of theory is wB97M-V/def2-TZVPD.

The geometry in ORCA input format:
```
! wB97M-V def2-TZVPD RIJCOSX def2/J DEFGRID3
* xyz 0 1
H 1.42 -0.20 2.24
C -0.96 0.43 -1.28
H -1.10 0.94 -2.23
C 1.29 -0.80 1.32
C 0.03 -0.59 -1.01
H -1.85 -0.17 -1.04
C 0.40 -0.15 0.31
N -0.14 0.99 0.69
O 1.80 -1.88 1.18
O -0.93 1.45 -0.23
*
```

Energy relative to the best compared isomer or geometry (same formula, charge and spin), kcal per mole: 125.7
E, eV: -9776.235
E_HOMO, Eh: -0.36351

Atom charges from the Mulliken analysis, given in e for atoms 1 to 4:
1 H 0.332
2 C -0.202
3 H 0.379
4 C -0.151

***

Record 18
This record from the OMol25 dataset describes the molecule C4H3NO2S at a distorted geometry. The level of theory is wB97M-V/def2-TZVPD.

The geometry in ORCA input format:
```
! wB97M-V def2-TZVPD RIJCOSX def2/J DEFGRID3
* xyz 0 1
C 0.33 -0.06 -0.02
H -0.23 2.05 0.57
C 1.80 0.08 -0.27
H 3.32 -1.00 -0.99
O 2.29 -1.04 -0.84
O 2.23 1.14 0.07
N -1.75 -1.10 0.23
S -2.10 0.57 0.30
C -0.45 -1.26 0.01
H -0.04 -2.28 0.30
C -0.56 1.10 0.27
*
```

Energy relative to the best compared isomer or geometry (same formula, charge and spin), kcal per mole: 27.0
E, eV: -20615.884
E_HOMO, Eh: -0.34705

Atom charges from the Mulliken analysis, given in e for atoms 1 to 4:
1 C 0.198
2 H 0.433
3 C 0.458
4 H 0.380